[1]
CH7NO | wB97M-V/def2-TZVPD

Each line ends with the Löwdin charge.
Element x y z (Å)
C (0.3780, -0.4104, 1.1841)  -0.23
H (1.1560, -1.1957, -0.3370)  0.11
H (-0.5049, -1.5696, -0.3143)  0.08
H (-0.6380, -0.4235, 1.7175)  0.10
H (1.1728, -0.9698, 1.7232)  0.07
H (0.7208, 0.6296, 1.1105)  0.06
H (-0.8796, 1.0142, -0.7448)  0.08
H (-0.4266, 1.7725, -2.6664)  0.25
N (0.1540, -0.7624, -0.2233)  -0.12
O (-1.1323, 1.9150, -1.4493)  -0.39

Its HOMO energy is -10.15 eV. The energy relative to the best compared isomer or geometry (same formula, charge and spin) is 3.4803 eV. The value obtained for the lowest unoccupied orbital energy is 0.444 eV. As for the charge: 0. For the HOMO-LUMO gap, the calculation gives 10.59 eV.


[2]
C4H9NOS | wB97M-V/def2-TZVPD

Each line ends with the Löwdin charge.
Element x y z (Å)
C (0.5880, 0.2709, -2.2864)  -0.17
N (1.0368, 0.0077, -0.8834)  -0.09
C (-0.2469, -0.0114, 0.1169)  -0.35
C (-0.0939, -0.9738, 1.3169)  -0.49
S (-1.7926, -1.3385, 2.1725)  0.60
C (-0.5072, 1.3429, 0.6540)  -0.22
O (-0.1376, 2.3180, -0.0213)  0.03
H (0.1251, 1.3134, -2.4154)  0.09
H (1.5722, 0.3521, -2.9422)  0.10
H (0.0719, -0.6386, -2.6405)  0.07
H (1.7011, 0.7448, -0.6000)  0.09
H (-1.0855, -0.4546, -0.6448)  0.18
H (0.3957, -1.9723, 1.1623)  0.07
H (0.6936, -0.4813, 1.9968)  0.10
H (-1.4605, -2.0018, 3.4151)  -0.11
H (-0.8602, 1.5225, 1.5995)  0.09

Its SMILES is CN[C@H](C=O)CS. Its HOMO energy is -9.30 eV. The energy relative to the best compared isomer or geometry (same formula, charge and spin) is 3.3092 eV. The value obtained for the lowest unoccupied orbital energy is 0.426 eV. As for the charge: 0. For the HOMO-LUMO gap, the calculation gives 9.72 eV.


[3]
C31H76BO19 | wB97M-V/def2-TZVPD

Each line ends with the Mulliken spin population.
Element x y z (Å)
O (-2.1023, 0.0719, 2.2193)  0.18
C (-1.1124, 0.2580, 1.5810)  0.34
O (-0.7477, -0.2886, 0.4164)  -0.01
B (0.5781, 0.1841, -0.0031)  0.03
O (1.0631, 0.9522, 1.2469)  0.12
C (0.0778, 1.1059, 2.0982)  0.23
O (0.1214, 1.9389, 3.0163)  0.17
O (0.5871, 0.8920, -1.2422)  -0.05
C (1.3172, 0.3082, -2.1342)  0.00
O (1.4005, 0.6691, -3.3355)  0.00
C (2.0038, -0.9772, -1.4449)  0.00
O (1.4580, -1.0354, -0.2628)  -0.01
O (2.8011, -1.7201, -1.9944)  0.00
O (5.4193, -1.8611, -3.0337)  0.00
H (5.4245, -1.8187, -3.9899)  0.00
H (4.4931, -1.8166, -2.7965)  0.00
O (-2.9051, 0.2386, -1.4878)  0.00
H (-2.0403, -0.0719, -1.2196)  -0.01
H (-2.9007, 1.1724, -1.2772)  0.00
C (-2.4550, -3.4212, 0.7543)  -0.02
C (-3.1237, -3.5045, -0.5576)  0.00
C (-2.6154, -4.4140, -1.6398)  0.00
O (-4.4121, -3.9829, -0.1075)  0.00
H (-2.6675, -2.5417, 1.3621)  0.01
H (-1.3909, -3.2937, 0.5552)  0.00
H (-2.3811, -4.3331, 1.3469)  0.00
H (-3.3248, -2.5336, -1.0104)  0.00
H (-2.4677, -5.3594, -1.1177)  0.00
H (-1.6978, -4.0239, -2.0801)  0.00
H (-3.2321, -4.5237, -2.5319)  0.00
H (-4.8075, -3.1866, 0.2547)  0.00
C (-0.4149, -2.5338, 3.9820)  0.01
C (0.8582, -2.4160, 3.1632)  -0.02
C (1.9459, -1.6707, 3.8978)  0.01
O (1.3476, -3.7368, 2.8787)  0.00
H (-0.5542, -1.5824, 4.4952)  0.00
H (-0.3224, -3.4014, 4.6353)  0.00
H (-1.3026, -2.6094, 3.3539)  0.00
H (0.5844, -1.9481, 2.2176)  0.01
H (2.2907, -2.1656, 4.8057)  0.00
H (1.6290, -0.6946, 4.2650)  0.00
H (2.7100, -1.6400, 3.1211)  0.00
H (1.9655, -3.5892, 2.1590)  0.00
C (1.1839, 3.1348, -5.3081)  0.00
C (2.3470, 4.1119, -5.2702)  0.00
C (3.5223, 3.5415, -4.4907)  0.00
O (2.6931, 4.2108, -6.5817)  0.00
H (1.4865, 2.1672, -5.7085)  0.00
H (0.2477, 3.5669, -5.6617)  0.00
H (1.1246, 3.0548, -4.2227)  0.00
H (2.0767, 5.1197, -4.9552)  0.00
H (4.4564, 4.0213, -4.7829)  0.00
H (3.5865, 2.4821, -4.7390)  0.00
H (3.3897, 3.6973, -3.4201)  0.00
H (2.0498, 4.8021, -6.9794)  0.00
C (-0.2808, 5.8633, 2.0282)  0.01
C (0.4477, 5.5843, 0.7211)  0.00
C (0.2071, 4.2003, 0.1030)  -0.03
O (-0.0784, 6.3054, -0.3656)  0.00
H (-1.3174, 5.5474, 1.9106)  0.00
H (-0.3399, 6.8901, 2.3891)  0.00
H (0.1856, 5.3850, 2.8894)  0.00
H (1.5128, 5.8062, 0.7887)  0.00
H (0.7791, 4.0788, -0.8169)  0.00
H (-0.7843, 3.8544, -0.1893)  -0.01
H (0.4048, 3.4076, 0.8245)  0.02
H (-0.0251, 7.2448, -0.1750)  0.00
C (4.1571, 1.1030, 1.3440)  0.00
C (4.4322, 2.6212, 1.2344)  0.00
C (5.0422, 2.9963, -0.0770)  0.00
O (3.1368, 3.1494, 1.3906)  0.00
H (3.4069, 0.7013, 0.6628)  0.01
H (3.9362, 0.9381, 2.3985)  0.00
H (5.0438, 0.5762, 0.9913)  0.00
H (5.1407, 2.9627, 1.9891)  0.00
H (4.8359, 2.4256, -0.9824)  0.00
H (6.1014, 3.0536, 0.1736)  0.00
H (4.8939, 4.0161, -0.4322)  0.00
H (2.5679, 2.3788, 1.3260)  0.00
C (1.6164, -4.9666, -0.8972)  0.00
C (2.8769, -4.9789, -0.1106)  0.00
C (4.1027, -5.3369, -0.9463)  0.00
O (2.9924, -3.5351, 0.2077)  0.00
H (0.8064, -4.5802, -0.2786)  0.00
H (1.1656, -5.9316, -1.1290)  0.00
H (1.5887, -4.3700, -1.8090)  0.00
H (2.9531, -5.5780, 0.7968)  0.00
H (4.1169, -6.4019, -1.1780)  0.00
H (5.0007, -5.1902, -0.3461)  0.00
H (4.1740, -4.7622, -1.8697)  0.00
H (2.8721, -3.0322, -0.6012)  0.00
C (-2.3779, 3.0387, 4.7071)  0.00
C (-3.7645, 3.6349, 5.0125)  0.00
C (-4.6005, 4.3226, 3.9520)  0.00
O (-4.5886, 2.5774, 5.4123)  0.00
H (-1.9273, 2.5070, 5.5451)  0.00
H (-1.7455, 3.8664, 4.3859)  0.00
H (-2.2860, 2.2832, 3.9268)  0.00
H (-3.5447, 4.3694, 5.7873)  0.00
H (-5.4941, 4.7896, 4.3660)  0.00
H (-5.0359, 3.6384, 3.2238)  0.00
H (-3.8933, 4.9450, 3.4036)  0.00
H (-4.6821, 1.9752, 4.6705)  0.00
C (0.4040, -2.9657, -4.2170)  0.00
C (0.6688, -3.0459, -5.7327)  0.00
C (1.9706, -2.3302, -6.2540)  0.00
O (0.3881, -4.3457, -6.2508)  0.00
H (1.3098, -3.1370, -3.6354)  0.00
H (-0.3920, -3.6971, -4.0771)  0.00
H (0.1389, -1.9495, -3.9252)  0.00
H (-0.1685, -2.5401, -6.2137)  0.00
H (2.4901, -2.6388, -7.1611)  0.00
H (2.8259, -2.3708, -5.5795)  0.00
H (1.7083, -1.2727, -6.2206)  0.00
H (-0.5187, -4.2658, -6.5557)  0.00
C (-7.3237, -0.1502, 2.7020)  0.00
C (-6.1167, -0.4140, 3.6350)  0.00
C (-5.4112, -1.7216, 3.2743)  0.00
O (-5.1872, 0.6360, 3.3212)  0.00
H (-8.2031, 0.4200, 3.0016)  0.00
H (-7.8304, -1.1097, 2.5974)  0.00
H (-7.0719, 0.0508, 1.6607)  0.00
H (-6.4219, -0.4189, 4.6814)  0.00
H (-4.5218, -2.0628, 3.8040)  0.00
H (-5.0964, -1.7218, 2.2308)  0.00
H (-6.1293, -2.5403, 3.3225)  0.00
H (-4.5055, 0.2117, 2.7950)  0.00

Its spin multiplicity is 2. Its HOMO energy (alpha / beta) is 1.10 / -2.90 eV. The value obtained for the lowest unoccupied orbital energy (alpha / beta) is 3.835 / 3.835 eV. As for the charge: -2. For the HOMO-LUMO gap (alpha / beta), the calculation gives 2.73 / 6.73 eV.


[4]
C20H20ClNO7 | wB97M-V/def2-TZVPD

Each line ends with the Löwdin charge.
Element x y z (Å)
C (1.0538, 3.6162, 2.0443)  -0.05
H (1.1809, 4.3933, 1.2937)  0.07
H (0.4822, 4.0273, 2.8720)  0.08
H (2.0364, 3.3253, 2.4119)  0.08
C (0.3326, 2.4056, 1.4416)  -0.40
N (1.0319, 1.8001, 0.3272)  -0.03
H (1.9622, 1.5060, 0.6041)  0.13
C (1.0764, 2.5198, -0.9263)  -0.15
H (1.9020, 3.2425, -1.0061)  0.12
C (1.1908, 1.4599, -2.0476)  -0.33
C (2.5246, 0.7524, -1.9157)  -0.18
C (3.6922, 1.3738, -2.3434)  -0.04
C (4.9177, 0.7565, -2.1695)  -0.08
C (5.0001, -0.4862, -1.5636)  -0.11
C (3.8325, -1.1019, -1.1457)  -0.66
C (2.5995, -0.4978, -1.3187)  -0.06
H (1.6991, -0.9989, -1.0016)  0.10
Cl (3.9090, -2.6536, -0.3816)  0.67
H (5.9529, -0.9713, -1.4220)  0.10
H (5.8200, 1.2436, -2.5074)  0.10
H (3.6388, 2.3425, -2.8184)  0.11
O (0.0962, 0.5895, -1.9682)  -0.02
H (-0.0617, 0.4381, -1.0238)  0.07
H (1.1355, 1.9487, -3.0270)  0.15
H (0.1308, 3.0527, -1.0541)  0.13
C (0.1176, 1.3125, 2.5075)  -0.11
C (-0.5280, 0.1078, 1.8849)  -0.23
C (0.2415, -0.9698, 1.4709)  -0.05
C (-0.3096, -2.0721, 0.8214)  0.02
C (-1.6650, -2.0508, 0.6073)  -0.17
C (-2.4492, -0.9782, 1.0276)  -0.16
C (-1.9085, 0.1104, 1.6629)  0.06
H (-2.5293, 0.9319, 1.9789)  0.13
O (-3.7620, -1.2217, 0.7041)  0.12
C (-3.7792, -2.4813, 0.0662)  -0.29
O (-2.4650, -2.9859, -0.0031)  0.12
C (-4.6647, -3.4270, 0.9231)  -0.43
O (-4.2448, -4.1235, 1.7965)  0.17
O (-5.9432, -3.3113, 0.5890)  0.16
H (-6.5039, -3.8613, 1.1634)  0.15
C (-4.3595, -2.3494, -1.3636)  -0.44
O (-4.6498, -1.3148, -1.8820)  0.17
O (-4.4660, -3.5438, -1.9313)  0.16
H (-4.7911, -3.4627, -2.8442)  0.15
H (0.2934, -2.9066, 0.5061)  0.12
H (1.3041, -0.9609, 1.6584)  0.11
H (-0.5107, 1.7135, 3.3032)  0.12
H (1.0839, 1.0388, 2.9334)  0.12
H (-0.6476, 2.7221, 1.0652)  0.15

Its SMILES is C[C@H](Cc1ccc2c(c1)OC(C(=O)O)(C(=O)O)O2)NC[C@H](O)c1cccc(Cl)c1. Its HOMO energy is -8.28 eV. The energy relative to the best compared isomer or geometry (same formula, charge and spin) is 0.0000 eV. The value obtained for the lowest unoccupied orbital energy is 0.561 eV. As for the charge: 0. For the HOMO-LUMO gap, the calculation gives 8.84 eV.